This record from the Open Molecules 2025 dataset describes a 3-piece molecular cluster, C4H7NO2 overall in a non-equilibrium geometry. The level of theory is ωB97M-V/def2-TZVPD.

Computed properties:
Frontier orbital gap (hartree): 0.3518
Electronic energy (eV): -9844.475
2S+1: 1
Largest force on an atom (eV Å⁻¹): 1.4

Each line ends with the Mulliken charge.
Geometry (Å):
1 O 2.20 0.05 -0.15  -0.48
2 C 1.39 0.87 0.57  0.17
3 C 1.04 2.08 0.16  -0.88
4 N -1.55 0.07 -0.05  -0.44
5 C -2.26 -0.76 -0.70  -0.32
6 C 0.61 -2.37 0.65  0.03
7 O -0.08 -3.23 0.39  -0.11
8 H 2.15 -0.83 0.23  0.37
9 H 1.02 0.45 1.51  0.31
10 H 0.40 2.69 0.79  0.29
11 H 1.39 2.48 -0.78  0.29
12 H -1.16 0.79 -0.66  0.24
13 H -2.45 -0.72 -1.78  0.24
14 H -2.71 -1.59 -0.16  0.30

---

This record from the Open Molecules 2025 dataset describes C4H7NO2 in the gas phase. The level of theory is ωB97M-V/def2-TZVPD.

Computed properties:
SMILES: C[C@@]1(C(N)=O)CO1
Frontier orbital gap (hartree): 0.3941
Electronic energy (eV): -9846.147
2S+1: 1
Largest force on an atom (eV Å⁻¹): 0.4

Each line ends with the Mulliken charge.
Geometry (Å):
1 C 1.12 -1.27 0.07  -1.35
2 C 0.31 -0.02 -0.10  1.29
3 C -0.91 0.07 0.80  0.15
4 N -2.07 0.27 0.13  -0.33
5 O -0.82 -0.05 2.01  -0.61
6 C 0.91 1.24 -0.55  -0.61
7 O 0.12 0.44 -1.43  -0.53
8 H 2.04 -1.22 -0.51  0.39
9 H 1.36 -1.41 1.13  0.31
10 H 0.54 -2.14 -0.26  0.30
11 H -2.94 0.31 0.64  0.24
12 H -2.07 0.33 -0.88  0.22
13 H 0.46 2.19 -0.26  0.27
14 H 1.97 1.26 -0.78  0.27

---

This record from the Open Molecules 2025 dataset describes C4H7NO2 in the gas phase. The level of theory is ωB97M-V/def2-TZVPD.

Computed properties:
SMILES: C/C(=N\O)[C@H]1CO1
Frontier orbital gap (hartree): 0.3974
Electronic energy (eV): -9843.578
2S+1: 1
Largest force on an atom (eV Å⁻¹): 0.5

Each line ends with the Mulliken charge.
Geometry (Å):
1 C 0.85 -1.33 -0.91  -1.11
2 C 0.07 -0.37 -0.06  0.54
3 N -0.02 -0.43 1.22  -0.44
4 O 0.67 -1.47 1.78  -0.40
5 C -0.79 0.73 -0.59  0.03
6 C -0.79 1.98 0.16  -0.37
7 O -0.20 1.91 -1.14  -0.43
8 H 0.45 -2.34 -0.82  0.33
9 H 0.85 -1.03 -1.96  0.33
10 H 1.89 -1.37 -0.56  0.32
11 H 0.48 -1.33 2.72  0.39
12 H -1.70 0.42 -1.11  0.33
13 H -1.71 2.54 0.29  0.26
14 H -0.06 2.08 0.97  0.24

---

This record from the Open Molecules 2025 dataset describes C4H7NO2 in the gas phase in a non-equilibrium geometry. The level of theory is ωB97M-V/def2-TZVPD.

Computed properties:
SMILES: C[C@@]1(C(N)=O)CO1
Frontier orbital gap (hartree): 0.3821
Electronic energy (eV): -9843.867
2S+1: 1
Largest force on an atom (eV Å⁻¹): 1.9

Each line ends with the Mulliken charge.
Geometry (Å):
1 C 0.87 0.82 -0.89  -1.12
2 C -0.48 -0.04 -0.26  0.89
3 C -0.19 0.12 1.21  0.13
4 N 1.09 -0.29 1.42  -0.46
5 O -0.84 0.75 2.01  -0.58
6 C -1.79 -0.65 -0.72  -0.34
7 O -0.55 -1.33 -0.83  -0.44
8 H 0.96 0.36 -1.86  0.38
9 H 0.69 1.89 -0.89  0.32
10 H 1.91 0.74 -0.46  0.29
11 H 1.68 0.25 2.02  0.21
12 H 1.44 -1.08 0.91  0.27
13 H -2.47 -1.17 -0.02  0.22
14 H -2.32 -0.38 -1.64  0.23

---

This record from the Open Molecules 2025 dataset describes C4H7NO2 in the gas phase. The level of theory is ωB97M-V/def2-TZVPD.

Computed properties:
SMILES: [H]/N=C1/CO[C@H](C)O1
Frontier orbital gap (hartree): 0.4099
Electronic energy (eV): -9846.141
2S+1: 1
Largest force on an atom (eV Å⁻¹): 0.4

Each line ends with the Mulliken charge.
Geometry (Å):
1 H -2.35 0.46 -1.99  0.28
2 N -2.36 0.79 -1.03  -0.67
3 C -1.35 0.38 -0.40  0.45
4 C -1.03 0.66 1.04  -0.12
5 O 0.23 0.06 1.26  -0.37
6 C 0.57 -0.72 0.14  0.41
7 C 1.98 -0.42 -0.28  -1.25
8 O -0.34 -0.39 -0.90  -0.38
9 H -0.97 1.74 1.22  0.22
10 H -1.80 0.24 1.70  0.22
11 H 0.43 -1.79 0.37  0.23
12 H 2.24 -0.96 -1.20  0.34
13 H 2.68 -0.70 0.51  0.34
14 H 2.08 0.66 -0.46  0.30

---

This record from the Open Molecules 2025 dataset describes C4H7NO2 in the gas phase in a non-equilibrium geometry. The level of theory is ωB97M-V/def2-TZVPD.

Computed properties:
SMILES: N[C@H](C=O)CC=O
Frontier orbital gap (hartree): 0.3750
Electronic energy (eV): -9845.414
2S+1: 1
Largest force on an atom (eV Å⁻¹): 1.3

Each line ends with the Mulliken charge.
Geometry (Å):
1 N 0.59 1.63 -0.68  -0.53
2 C 0.47 0.21 -0.33  0.47
3 C -0.27 -0.32 -1.54  -0.17
4 O 0.18 -1.08 -2.35  -0.44
5 C -0.26 -0.02 0.98  -0.80
6 C -0.32 -1.48 1.37  0.02
7 O 0.02 -1.88 2.45  -0.46
8 H -0.21 2.22 -0.70  0.17
9 H 1.49 2.07 -0.60  0.18
10 H 1.48 -0.19 -0.30  0.33
11 H -1.28 0.12 -1.66  0.27
12 H 0.16 0.53 1.82  0.29
13 H -1.29 0.36 0.92  0.31
14 H -0.75 -2.18 0.62  0.34

---

This record from the Open Molecules 2025 dataset describes C4H7NO2 in the gas phase in a non-equilibrium geometry. The level of theory is ωB97M-V/def2-TZVPD.

Computed properties:
Frontier orbital gap (hartree): 0.3338
Electronic energy (eV): -9843.463
2S+1: 1
Largest force on an atom (eV Å⁻¹): 1.2

Each line ends with the Mulliken charge.
Geometry (Å):
1 C -1.16 -1.08 0.95  -1.35
2 C -0.43 -0.47 -0.22  0.39
3 C -0.68 1.69 0.09  -0.23
4 O -1.05 0.75 -0.75  -0.28
5 C 1.05 -0.15 0.12  0.43
6 O 1.58 -0.49 1.15  -0.61
7 N 1.73 0.49 -0.89  -0.35
8 H -1.02 -0.50 1.86  0.31
9 H -2.22 -1.17 0.71  0.39
10 H -0.74 -2.08 1.10  0.35
11 H -0.44 -1.10 -1.11  0.33
12 H -0.58 2.58 -0.55  0.16
13 H 1.27 0.82 -1.73  0.21
14 H 2.70 0.72 -0.74  0.24

---

This record from the Open Molecules 2025 dataset describes C4H7NO2 in the gas phase. The level of theory is ωB97M-V/def2-TZVPD.

Computed properties:
SMILES: [O-]C1=CC[N@@H+](O)C1
Frontier orbital gap (hartree): 0.2838
Electronic energy (eV): -9843.055
2S+1: 1
Largest force on an atom (eV Å⁻¹): 0.2

Each line ends with the Mulliken charge.
Geometry (Å):
1 O 0.04 -2.32 1.00  -0.71
2 C 0.05 -1.16 0.59  0.75
3 C 0.83 -0.02 0.84  -1.01
4 C 0.24 1.17 0.17  -0.36
5 N -0.30 0.49 -1.08  -0.17
6 O 0.78 0.13 -1.90  -0.37
7 C -0.96 -0.74 -0.54  -0.43
8 H 1.58 0.05 1.62  0.37
9 H -0.63 1.66 0.64  0.27
10 H 0.93 1.95 -0.17  0.31
11 H -0.89 1.08 -1.67  0.34
12 H 1.39 -0.25 -1.19  0.45
13 H -1.08 -1.46 -1.34  0.29
14 H -1.93 -0.45 -0.12  0.29

---

This record from the Open Molecules 2025 dataset describes C4H7NO2 as an isolated structure in a non-equilibrium geometry. The level of theory is ωB97M-V/def2-TZVPD.

Computed properties:
Frontier orbital gap (hartree): 0.3755
Electronic energy (eV): -9843.377
2S+1: 1
Largest force on an atom (eV Å⁻¹): 5.2

Each line ends with the Mulliken charge.
Geometry (Å):
1 O -0.93 -1.41 -1.46  -0.53
2 C -0.88 -0.55 -0.36  0.26
3 C 0.04 -1.03 0.77  -0.61
4 N 0.49 0.20 1.49  -0.54
5 C 0.57 1.24 0.47  -0.49
6 C -0.25 0.79 -0.71  0.33
7 O -0.27 1.33 -1.79  -0.57
8 H -1.08 -0.86 -2.25  0.34
9 H -1.89 -0.35 0.05  0.23
10 H -0.44 -1.75 1.44  0.34
11 H 0.91 -1.52 0.31  0.28
12 H 1.52 0.43 1.12  0.32
13 H 1.75 1.22 0.02  0.22
14 H 0.48 2.24 0.90  0.42

---

This record from the Open Molecules 2025 dataset describes C4H7NO2 in the gas phase. The level of theory is ωB97M-V/def2-TZVPD.

Computed properties:
SMILES: C/C(=N\O)[C@H]1CO1
Frontier orbital gap (hartree): 0.3976
Electronic energy (eV): -9843.719
2S+1: 1
Largest force on an atom (eV Å⁻¹): 0.6

Each line ends with the Mulliken charge.
Geometry (Å):
1 C 0.91 0.30 -1.41  -1.11
2 C -0.10 -0.13 -0.39  0.49
3 N -0.65 -1.27 -0.34  -0.52
4 O -0.21 -2.09 -1.37  -0.39
5 C -0.52 0.85 0.67  0.14
6 C -0.42 0.52 2.08  -0.39
7 O 0.54 1.37 1.47  -0.42
8 H 0.53 0.14 -2.42  0.37
9 H 1.17 1.35 -1.27  0.34
10 H 1.83 -0.30 -1.31  0.28
11 H -0.71 -2.90 -1.23  0.38
12 H -1.24 1.60 0.34  0.33
13 H -1.08 1.01 2.80  0.26
14 H -0.06 -0.46 2.38  0.25

---

This record from the Open Molecules 2025 dataset describes C4H7NO2 as an isolated structure in a non-equilibrium geometry. The level of theory is ωB97M-V/def2-TZVPD.

Computed properties:
Frontier orbital gap (hartree): 0.3866
Electronic energy (eV): -9844.516
2S+1: 1
Largest force on an atom (eV Å⁻¹): 1.8

Each line ends with the Mulliken charge.
Geometry (Å):
1 C -2.12 -0.68 -0.25  -0.61
2 N -0.36 -0.14 -0.07  -0.12
3 C -0.58 0.87 0.79  0.05
4 O -1.73 1.10 1.12  -0.55
5 C 0.96 -0.54 -0.52  0.68
6 O 1.13 -1.52 -1.20  -0.55
7 C 2.18 0.33 -0.12  -1.12
8 H -3.05 -0.08 -0.09  0.29
9 H -2.02 -0.94 -1.28  0.30
10 H -2.12 -1.50 0.47  0.30
11 H 0.23 1.48 1.21  0.37
12 H 2.08 1.35 -0.49  0.34
13 H 3.08 -0.11 -0.55  0.28
14 H 2.31 0.38 0.97  0.34

---

This record from the Open Molecules 2025 dataset describes C4H7NO2 in the gas phase in a non-equilibrium geometry. The level of theory is ωB97M-V/def2-TZVPD.

Computed properties:
SMILES: CC(C)=NOC=O
Frontier orbital gap (hartree): 0.3405
Electronic energy (eV): -9842.938
2S+1: 1
Largest force on an atom (eV Å⁻¹): 3.8

Each line ends with the Mulliken charge.
Geometry (Å):
1 C -0.89 -0.56 0.75  -1.31
2 C -0.18 0.07 -0.42  1.00
3 C -0.83 1.29 -1.01  -1.31
4 N 0.59 -0.59 -1.25  -0.42
5 O 1.50 -1.38 -0.65  -0.22
6 C 1.85 -0.59 0.68  0.18
7 O 2.37 0.46 0.75  -0.38
8 H -1.97 -0.49 0.62  0.37
9 H -0.65 -0.01 1.67  0.36
10 H -0.64 -1.61 0.86  0.37
11 H -0.77 2.11 -0.30  0.32
12 H -1.88 1.10 -1.23  0.31
13 H -0.34 1.58 -1.93  0.35
14 H 1.82 -1.38 1.45  0.38

---

This record from the Open Molecules 2025 dataset describes C4H7NO2 in the gas phase in a non-equilibrium geometry. The level of theory is ωB97M-V/def2-TZVPD.

Computed properties:
SMILES: C/N=C1/COCO1
Frontier orbital gap (hartree): 0.3674
Electronic energy (eV): -9844.267
2S+1: 1
Largest force on an atom (eV Å⁻¹): 2.8

Each line ends with the Mulliken charge.
Geometry (Å):
1 C -0.47 -0.19 2.43  -0.78
2 N -0.43 -0.82 1.15  -0.41
3 C -0.50 -0.21 0.04  0.49
4 C 0.28 -1.00 -0.94  -0.18
5 O -0.15 -0.40 -2.30  -0.36
6 C -0.52 0.88 -2.08  -0.06
7 O -0.89 0.97 -0.44  -0.48
8 H -1.50 -0.10 2.79  0.28
9 H 0.09 -0.82 3.13  0.25
10 H 0.00 0.79 2.39  0.28
11 H 0.02 -2.06 -0.89  0.28
12 H 1.35 -0.83 -0.76  0.22
13 H -1.43 1.20 -2.61  0.23
14 H 0.28 1.64 -2.13  0.24

---

This record from the Open Molecules 2025 dataset describes C4H7NO2 in the gas phase. The level of theory is ωB97M-V/def2-TZVPD.

Computed properties:
Frontier orbital gap (alpha / beta) (hartree): 0.2527 / 0.2527
Electronic energy (eV): -9843.248
2S+1: 1
Largest force on an atom (eV Å⁻¹): 0.8

Each line ends with the Mulliken charge.
Geometry (Å):
1 C -1.00 -1.16 0.46  -1.52
2 C -0.54 -0.04 -0.40  0.59
3 C -1.19 1.33 -0.22  -0.14
4 O -2.16 1.54 0.46  -0.45
5 C 0.88 0.04 0.11  0.10
6 O 1.15 0.14 1.40  -0.45
7 N 1.95 0.02 -0.69  -0.30
8 H 0.32 -0.33 1.77  0.42
9 H -1.85 -0.94 1.10  0.37
10 H -0.99 -2.15 0.00  0.21
11 H -0.51 -0.23 -1.49  0.38
12 H -0.65 2.16 -0.74  0.31
13 H 1.84 0.10 -1.69  0.24
14 H 2.87 -0.18 -0.32  0.25

---

This record from the Open Molecules 2025 dataset describes C4H7NO2 in the gas phase. The level of theory is ωB97M-V/def2-TZVPD.

Computed properties:
SMILES: O[C@@H]1CN=COC1
Frontier orbital gap (hartree): 0.3954
Electronic energy (eV): -9845.754
2S+1: 1
Largest force on an atom (eV Å⁻¹): 1.0

Each line ends with the Mulliken charge.
Geometry (Å):
1 O 0.13 1.88 0.21  -0.57
2 C 0.37 0.58 0.70  -0.04
3 C 1.20 -0.25 -0.28  -0.62
4 N 0.44 -0.47 -1.51  -0.53
5 C -0.79 -0.73 -1.36  0.11
6 O -1.49 -0.81 -0.20  -0.37
7 C -0.89 -0.24 0.96  -0.49
8 H 0.23 1.89 -0.75  0.38
9 H 0.82 0.70 1.69  0.39
10 H 1.44 -1.22 0.18  0.34
11 H 2.15 0.24 -0.54  0.33
12 H -1.41 -0.92 -2.23  0.41
13 H -0.60 -1.04 1.65  0.33
14 H -1.61 0.41 1.47  0.33

---

This record from the Open Molecules 2025 dataset describes C4H7NO2 in the gas phase in a non-equilibrium geometry. The level of theory is ωB97M-V/def2-TZVPD.

Computed properties:
SMILES: [H]/N=C(\C)OCC=O
Frontier orbital gap (hartree): 0.3724
Electronic energy (eV): -9844.546
2S+1: 1
Largest force on an atom (eV Å⁻¹): 1.9

Each line ends with the Mulliken charge.
Geometry (Å):
1 H 1.75 -0.48 0.15  0.22
2 N 1.15 0.27 -0.08  -0.59
3 C 0.15 0.56 0.63  0.66
4 C 0.21 0.69 2.13  -0.97
5 O -1.05 0.51 -0.02  -0.36
6 C -0.96 -0.57 -1.00  -0.49
7 C -0.02 -0.31 -2.17  0.22
8 O 0.54 -1.20 -2.76  -0.51
9 H -0.77 0.67 2.60  0.29
10 H 0.79 -0.19 2.46  0.28
11 H 0.79 1.56 2.47  0.30
12 H -0.62 -1.49 -0.51  0.30
13 H -1.98 -0.74 -1.38  0.33
14 H 0.02 0.74 -2.51  0.34

---

This record from the Open Molecules 2025 dataset describes C4H7NO2 in the gas phase. The level of theory is ωB97M-V/def2-TZVPD.

Computed properties:
SMILES: NC(=O)C[C@H]1CO1
Frontier orbital gap (hartree): 0.3978
Electronic energy (eV): -9845.783
2S+1: 1
Largest force on an atom (eV Å⁻¹): 0.4

Each line ends with the Mulliken charge.
Geometry (Å):
1 N 1.84 0.66 1.55  -0.40
2 C 0.55 0.36 1.25  0.46
3 O -0.39 0.98 1.72  -0.60
4 C 0.33 -0.81 0.30  -0.67
5 C -1.00 -0.67 -0.43  0.20
6 C -1.40 0.43 -1.30  -0.37
7 O -0.98 -0.82 -1.84  -0.48
8 H 2.00 1.56 1.99  0.25
9 H 2.62 0.23 1.08  0.21
10 H 0.29 -1.73 0.90  0.29
11 H 1.16 -0.93 -0.40  0.31
12 H -1.82 -1.18 0.07  0.34
13 H -0.77 1.29 -1.51  0.21
14 H -2.47 0.62 -1.41  0.24

---

This record from the Open Molecules 2025 dataset describes a 2-piece molecular cluster, C4H7NO2 overall. The level of theory is ωB97M-V/def2-TZVPD.

Computed properties:
Frontier orbital gap (hartree): 0.3479
Electronic energy (eV): -9840.993
2S+1: 1
Largest force on an atom (eV Å⁻¹): 0.3

Each line ends with the Mulliken charge.
Geometry (Å):
1 O 1.28 -0.66 1.21  -0.54
2 C 0.36 -0.84 0.16  -0.23
3 C -1.09 -0.65 0.62  -0.42
4 O -1.40 0.80 0.60  -0.29
5 C -0.83 1.35 -0.43  0.36
6 N -0.53 0.65 -1.52  -0.45
7 C 0.56 0.00 -1.12  -0.36
8 H 1.60 0.25 1.14  0.47
9 H 0.45 -1.88 -0.17  0.32
10 H -1.80 -1.16 -0.04  0.30
11 H -1.22 -0.95 1.66  0.35
12 H 0.26 2.01 -0.08  0.23
13 H 1.26 -0.37 -1.87  0.32
14 H 1.11 1.44 -0.15  -0.06

---

This record from the Open Molecules 2025 dataset describes C4H7NO2 in the gas phase in a non-equilibrium geometry. The level of theory is ωB97M-V/def2-TZVPD.

Computed properties:
SMILES: CC1=NOCCO1
Frontier orbital gap (hartree): 0.3252
Electronic energy (eV): -9841.023
2S+1: 1
Largest force on an atom (eV Å⁻¹): 12.3

Each line ends with the Mulliken charge.
Geometry (Å):
1 C -2.22 -0.26 0.06  -0.98
2 C -0.79 -0.35 0.01  0.75
3 N 0.00 -1.37 -0.25  -0.33
4 O 1.20 -1.32 -0.18  -0.22
5 C 1.86 -0.20 0.27  -0.38
6 C 0.97 1.04 -0.31  -0.56
7 O -0.38 0.88 -0.05  -0.34
8 H -2.82 -1.33 0.25  0.30
9 H -2.61 -0.09 -1.10  0.21
10 H -2.65 0.45 0.92  0.26
11 H 2.12 -0.28 1.46  0.23
12 H 2.87 -0.08 -0.21  0.30
13 H 1.29 1.21 -1.29  0.38
14 H 1.14 1.70 0.43  0.37

---

This record from the Open Molecules 2025 dataset describes C4H7NO2 as an isolated structure in a non-equilibrium geometry. The level of theory is ωB97M-V/def2-TZVPD.

Computed properties:
Frontier orbital gap (hartree): 0.3386
Electronic energy (eV): -9843.783
2S+1: 1
Largest force on an atom (eV Å⁻¹): 1.9

Each line ends with the Mulliken charge.
Geometry (Å):
1 N -1.78 -0.77 -1.91  -0.35
2 C -0.88 -0.50 -0.97  0.27
3 O -0.25 -1.44 -0.43  -0.47
4 H -2.33 -0.03 -2.30  0.22
5 H -2.06 -1.72 -2.11  0.24
6 H -0.19 0.58 -0.47  0.19
7 C 0.51 1.51 1.55  0.04
8 C 1.00 0.68 0.45  -0.32
9 C 1.07 -0.73 0.64  -0.41
10 O 0.64 2.71 1.64  -0.53
11 H -0.12 0.96 2.28  0.26
12 H 1.77 1.15 -0.16  0.39
13 H 0.71 -1.14 1.58  0.26
14 H 1.90 -1.28 0.21  0.22